Here is a structure of composition C29H24BrN5O2Zn from the Open Molecules 2025 dataset. Energies are from wB97M-V/def2-TZVPD.

Values from the calculation:
**Orbital gap**: 6.85 eV
**Highest occupied orbital energy**: -0.262 hartree

Last column: Löwdin charge in e.
Cartesian coordinates (Å):
Zn1 0.07953 0.47401 0.54696  0.714
Br1 4.69774 -3.93931 4.43632  0.692
C1 3.55979 -2.59302 3.72460  -0.706
C2 3.75333 -1.25119 4.10164  -0.123
C3 2.94483 -0.27244 3.59730  -0.004
C4 1.89422 -0.55522 2.67159  -0.359
O1 1.15238 0.39173 2.25072  -0.100
C5 1.72293 -1.92643 2.30482  -0.137
C6 0.72840 -2.37723 1.38966  -0.069
N1 -0.08585 -1.65888 0.68980  0.057
C7 -0.94902 -2.29003 -0.22923  -0.203
C8 -0.80858 -3.56454 -0.72349  -0.021
C9 -1.72327 -4.09886 -1.65398  -0.072
C10 -2.77633 -3.36152 -2.11032  -0.040
C11 -2.94560 -2.03509 -1.64929  -0.153
C12 -3.99861 -1.19714 -2.08324  -0.010
C13 -4.08880 0.07537 -1.60455  -0.037
C14 -3.11201 0.52637 -0.69232  -0.102
N2 -2.12869 -0.22024 -0.26610  0.104
C15 -2.03316 -1.49661 -0.71854  -0.156
C16 2.56412 -2.92016 2.85555  -0.098
H1 4.54391 -1.00306 4.79824  0.099
H2 3.07911 0.76267 3.88424  0.115
H3 0.67268 -3.46427 1.30397  0.118
H4 0.02879 -4.17904 -0.42334  0.106
H5 -1.57376 -5.10858 -2.01489  0.106
H6 -3.47790 -3.76687 -2.82892  0.112
H7 -4.71660 -1.57954 -2.79939  0.118
H8 -4.87879 0.74315 -1.91966  0.106
H9 -3.14610 1.54429 -0.31738  0.109
H10 2.41203 -3.95464 2.56946  0.106
C17 -2.60034 2.73107 3.44410  -0.061
C18 -2.73687 3.93204 2.76243  -0.063
C19 -2.10750 4.10052 1.54373  -0.012
C20 -1.35003 3.05650 1.00689  -0.228
N3 -1.23507 1.90418 1.67836  0.058
C21 -1.82824 1.74723 2.85692  -0.110
C22 -0.62210 3.14116 -0.29584  -0.209
C23 -0.73950 4.28246 -1.09282  -0.054
C24 -0.03409 4.38561 -2.27945  -0.100
C25 0.80391 3.34742 -2.66470  -0.098
C26 0.90240 2.20991 -1.87265  -0.123
C27 0.19128 2.05864 -0.68101  -0.125
H11 -3.06876 2.56489 4.40401  0.102
H12 -3.32378 4.73834 3.18440  0.107
H13 -2.19430 5.04182 1.02234  0.099
H14 -1.66124 0.79376 3.34565  0.117
H15 -1.38290 5.10502 -0.80422  0.092
H16 -0.13141 5.27180 -2.89408  0.096
H17 1.37675 3.42750 -3.58190  0.095
H18 1.56781 1.41580 -2.19257  0.064
C28 1.17145 -1.31130 -3.16725  -0.060
N4 2.58191 -1.17689 -2.85729  0.014
C29 3.02040 -0.81391 -1.61711  -0.614
N5 4.38053 -0.72121 -1.47357  0.164
O2 2.26959 -0.61959 -0.67354  0.021
H19 1.02487 -2.14925 -3.84780  0.084
H20 0.75309 -0.40734 -3.61311  0.080
H21 0.63346 -1.51329 -2.24395  0.065
H22 3.24329 -1.22090 -3.61145  0.127
H23 5.00052 -0.70713 -2.26223  0.091
H24 4.70411 -0.31853 -0.61250  0.107